Record 1
{
  "formula": "C32H33BeClIN2O5Si",
  "method": "ωB97M-V/def2-TZVPD",
  "elements": ["Be", "C", "C", "N", "C", "C", "C", "O", "C", "C", "N", "C", "C", "C", "C", "C", "C", "I", "C", "O", "H", "H", "H", "H", "H", "H", "H", "H", "H", "H", "H", "H", "Cl", "C", "C", "O", "O", "H", "H", "C", "C", "C", "C", "Si", "O", "C", "C", "C", "C", "C", "C", "C", "C", "C", "C", "C", "C", "H", "H", "H", "H", "H", "H", "H", "H", "H", "H", "H", "H", "H", "H", "H", "H", "H", "H", "H"],
  "coordinates": [[1.253, 0.808, -1.033], [4.745, -1.552, -1.697], [3.420, -2.085, -2.158], [3.272, -3.383, -2.473], [2.056, -3.852, -2.800], [0.949, -3.047, -2.898], [-0.422, -3.646, -3.200], [-1.088, -3.169, -4.386], [1.091, -1.670, -2.551], [-0.066, -0.810, -2.711], [-0.135, 0.397, -2.283], [-1.404, 1.052, -2.384], [-2.392, 0.629, -1.497], [-3.704, 1.102, -1.642], [-4.011, 1.928, -2.709], [-3.009, 2.417, -3.549], [-1.697, 2.024, -3.350], [-0.172, 2.715, -4.491], [2.317, -1.145, -2.116], [2.482, 0.081, -1.748], [5.581, -2.177, -1.891], [4.660, -1.357, -0.610], [4.945, -0.581, -2.104], [1.902, -4.947, -2.858], [-1.063, -3.343, -2.377], [-0.400, -4.741, -3.200], [-0.403, -3.256, -5.065], [-0.931, -1.226, -3.189], [-2.063, 0.039, -0.643], [-4.476, 0.774, -0.960], [-5.037, 2.230, -2.917], [-3.249, 2.993, -4.436], [3.163, 5.889, -1.243], [1.897, 4.637, -1.242], [2.235, 3.253, -0.703], [3.190, 2.995, 0.007], [1.322, 2.387, -1.045], [1.535, 4.520, -2.262], [1.053, 5.029, -0.671], [2.011, 1.800, 2.995], [1.435, 0.349, 3.101], [0.773, 0.090, 4.471], [2.586, -0.615, 2.873], [0.115, 0.138, 1.765], [0.695, 0.167, 0.283], [-0.658, -1.567, 1.926], [-1.316, -2.093, 3.049], [-1.800, -3.399, 3.096], [-1.574, -4.245, 2.036], [-0.986, -3.771, 0.868], [-0.527, -2.458, 0.855], [-1.292, 1.416, 1.924], [-1.181, 2.653, 1.305], [-2.285, 3.487, 1.157], [-3.519, 3.148, 1.683], [-3.621, 1.945, 2.376], [-2.542, 1.063, 2.452], [2.740, 1.931, 3.784], [1.262, 2.565, 3.195], [2.440, 1.988, 2.034], [1.355, 0.442, 5.303], [0.540, -0.948, 4.607], [-0.142, 0.616, 4.585], [3.329, -0.557, 3.691], [3.082, -0.330, 1.930], [2.283, -1.681, 2.762], [-1.491, -1.487, 3.928], [-2.281, -3.713, 4.012], [-1.935, -5.281, 2.136], [-0.790, -4.468, 0.033], [-0.092, -2.033, -0.044], [-0.202, 2.955, 0.895], [-2.183, 4.414, 0.635], [-4.364, 3.803, 1.591], [-4.523, 1.657, 2.908], [-2.685, 0.102, 2.879]],
  "charge": -1,
  "e_tot_ha": -2787.4060,
  "fmax_ev_per_a": 1.59
}



Record 2
{
  "formula": "C12H30ClO6",
  "method": "ωB97M-V/def2-TZVPD",
  "elements": ["Cl", "C", "O", "C", "C", "O", "C", "H", "H", "H", "H", "H", "H", "H", "H", "H", "H", "C", "O", "C", "C", "O", "C", "H", "H", "H", "H", "H", "H", "H", "H", "H", "H", "C", "O", "C", "C", "O", "C", "H", "H", "H", "H", "H", "H", "H", "H", "H", "H"],
  "coordinates": [[-2.684, -0.973, 0.695], [-1.142, -0.099, 2.680], [-0.032, -0.801, 3.393], [1.318, -0.393, 3.038], [2.191, -0.931, 3.839], [1.812, -2.287, 3.833], [2.712, -3.076, 4.565], [-1.042, -0.344, 1.582], [-1.073, 0.977, 2.658], [-2.052, -0.493, 3.010], [1.412, 0.641, 3.182], [1.380, -0.410, 1.976], [2.244, -0.607, 4.932], [3.264, -0.877, 3.483], [2.249, -3.134, 5.676], [3.793, -2.569, 4.540], [2.445, -4.071, 4.217], [-0.263, -0.504, -1.143], [0.753, -1.008, -1.945], [2.007, -0.353, -1.605], [2.894, -0.905, -2.445], [2.882, -2.307, -2.602], [4.020, -2.853, -3.300], [-0.541, 0.500, -1.084], [-0.021, -0.764, -0.193], [-1.271, -0.971, -1.209], [2.372, -0.929, -0.705], [2.021, 0.777, -1.555], [3.938, -0.498, -2.150], [2.714, -0.473, -3.533], [3.874, -3.900, -3.510], [4.878, -2.685, -3.136], [4.100, -2.553, -4.237], [-4.493, -0.040, -0.486], [-4.513, 1.336, -0.958], [-3.350, 1.760, -1.498], [-3.235, 3.102, -1.687], [-1.973, 3.452, -2.045], [-1.805, 4.894, -2.151], [-4.313, -0.649, -1.156], [-5.408, -0.334, -0.217], [-3.841, -0.112, 0.211], [-2.841, 1.160, -2.501], [-2.468, 1.541, -0.750], [-3.651, 3.561, -0.743], [-4.004, 3.322, -2.304], [-1.785, 5.616, -1.279], [-2.537, 5.237, -2.951], [-0.946, 5.013, -2.411]],
  "charge": -1,
  "fmax_ev_per_a": 12.88,
  "relative_energy_ev": 13.115
}



Record 3
{
  "formula": "CHN2O4",
  "method": "ωB97M-V/def2-TZVPD",
  "elements": ["O", "C", "O", "N", "N", "O", "O", "H"],
  "coordinates": [[-1.286, 0.318, -2.362], [-0.561, -0.400, -1.685], [-0.071, -1.511, -1.730], [0.287, 0.376, -0.367], [0.038, 0.204, 0.735], [-0.768, -0.385, 1.467], [0.954, 0.981, 1.659], [1.408, 0.417, 2.284]],
  "charge": -1,
  "fmax_ev_per_a": 5.27,
  "smiles": "O=C([O-])/N=[N+](\\[O-])O",
  "relative_energy_ev": 1.358
}



Record 4
{
  "formula": "C3H6Si",
  "method": "ωB97M-V/def2-TZVPD",
  "elements": ["C", "C", "C", "Si", "H", "H", "H", "H", "H", "H"],
  "coordinates": [[-1.001, 0.926, -0.243], [0.756, 1.158, -0.208], [-1.741, -0.418, 0.000], [1.909, -0.126, 0.095], [-1.379, -1.260, 0.664], [-2.760, -0.183, 0.187], [-1.655, -0.934, -1.004], [0.792, 2.276, -0.259], [1.639, -1.418, 0.650], [3.439, -0.021, 0.119]],
  "fmax_ev_per_a": 4.21,
  "relative_energy_ev": 4.824
}



Record 5
{
  "formula": "C18H39AsBr9F6O21S6",
  "method": "ωB97M-V/def2-TZVPD",
  "elements": ["As", "F", "F", "F", "F", "F", "F", "O", "S", "O", "O", "C", "C", "C", "H", "H", "H", "H", "H", "H", "H", "H", "O", "S", "O", "O", "C", "C", "C", "H", "H", "H", "H", "H", "H", "H", "H", "O", "S", "O", "O", "C", "C", "C", "H", "H", "H", "H", "H", "H", "H", "H", "C", "Br", "Br", "Br", "H", "C", "Br", "Br", "Br", "H", "C", "Br", "Br", "Br", "H", "C", "C", "O", "S", "O", "O", "O", "H", "H", "H", "H", "C", "C", "O", "S", "O", "O", "O", "H", "H", "H", "H", "C", "C", "O", "S", "O", "O", "O", "H", "H", "H", "H"],
  "coordinates": [[-0.685, -0.537, 0.182], [0.748, 0.056, 0.953], [0.324, -1.062, -1.200], [-2.094, -1.241, -0.625], [-1.737, -0.013, 1.514], [-0.880, 1.057, -0.579], [-0.415, -2.211, 0.952], [0.249, -4.044, -3.250], [-1.172, -4.305, -2.957], [-2.237, -3.372, -3.250], [-1.503, -5.928, -3.499], [-0.409, -6.813, -3.796], [-1.056, -7.804, -4.760], [-1.500, -4.658, -1.130], [-0.040, -7.269, -2.878], [0.382, -6.368, -4.401], [-0.343, -8.290, -5.427], [-1.909, -7.428, -5.324], [-1.456, -8.611, -4.146], [-2.001, -3.705, -0.962], [-0.514, -4.611, -0.667], [-2.146, -5.525, -0.987], [3.348, 5.102, 6.646], [3.935, 4.508, 5.429], [5.229, 3.846, 5.546], [2.841, 3.423, 4.886], [3.352, 2.433, 3.974], [2.287, 1.733, 3.173], [4.009, 5.690, 4.031], [3.730, 1.629, 4.606], [4.163, 2.748, 3.316], [2.596, 1.103, 2.339], [1.531, 2.452, 2.855], [1.786, 1.010, 3.816], [3.102, 6.285, 4.147], [3.994, 5.108, 3.110], [4.916, 6.292, 4.088], [4.377, 3.354, -1.592], [3.281, 3.491, -0.634], [3.476, 3.801, 0.774], [2.200, 4.646, -1.236], [1.759, 4.553, -2.608], [1.357, 5.906, -3.149], [2.152, 2.087, -0.726], [0.980, 3.795, -2.697], [2.581, 4.230, -3.246], [1.042, 5.864, -4.191], [2.215, 6.578, -3.151], [0.507, 6.435, -2.716], [2.031, 1.829, -1.778], [1.286, 2.219, -0.076], [2.727, 1.248, -0.334], [-4.278, -3.357, 1.044], [-3.588, -5.190, 1.434], [-5.233, -2.743, 2.599], [-5.467, -3.525, -0.542], [-3.374, -2.789, 0.826], [2.825, -3.463, 0.921], [3.511, -4.935, -0.229], [4.245, -2.007, 1.219], [2.093, -4.091, 2.668], [1.985, -3.017, 0.389], [4.460, -0.579, -3.406], [3.872, 0.504, -4.998], [2.873, -1.325, -2.297], [5.860, 0.311, -2.409], [5.064, -1.421, -3.744], [-5.282, 0.722, 0.385], [-4.384, 1.405, 1.512], [-4.808, 2.757, 1.664], [-6.303, 3.011, 0.929], [-6.301, 4.346, 0.345], [-7.332, 2.546, 1.878], [-5.954, 1.842, -0.221], [-6.091, 0.128, 0.811], [-4.669, 0.096, -0.264], [-3.328, 1.440, 1.245], [-4.395, 0.866, 2.460], [-1.189, -1.793, 5.471], [-1.333, -0.464, 4.632], [-0.652, 0.400, 5.524], [-1.099, 0.132, 7.084], [-2.363, 0.852, 7.346], [-0.049, 0.460, 8.073], [-1.089, -1.488, 6.840], [-0.221, -2.256, 5.281], [-1.936, -2.563, 5.282], [-2.335, -0.149, 4.339], [-0.731, -0.571, 3.730], [-0.194, 0.158, -4.016], [-1.170, 1.175, -4.621], [-0.744, 1.475, -5.873], [-0.096, 0.160, -6.601], [1.015, 0.515, -7.418], [-1.052, -0.783, -7.121], [0.375, -0.456, -5.101], [-0.566, -0.621, -3.350], [0.512, 0.792, -3.480], [-1.324, 2.063, -4.008], [-2.158, 0.716, -4.598]],
  "charge": -1,
  "e_tot_ha": -30679.4955,
  "fmax_ev_per_a": 4.17
}



Record 6
{
  "formula": "C11H23N4",
  "method": "ωB97M-V/def2-TZVPD",
  "elements": ["C", "C", "C", "C", "C", "C", "C", "C", "C", "C", "N", "C", "N", "N", "N", "H", "H", "H", "H", "H", "H", "H", "H", "H", "H", "H", "H", "H", "H", "H", "H", "H", "H", "H", "H", "H", "H", "H"],
  "coordinates": [[-1.802, 1.984, -2.700], [-0.556, 1.124, -2.496], [-0.880, -0.271, -1.970], [0.297, -1.243, -2.070], [0.040, -2.575, -1.363], [0.152, -2.576, 0.185], [0.644, -1.282, 0.827], [0.889, -1.442, 2.331], [1.078, -0.124, 3.124], [1.471, 1.099, 2.310], [0.343, 1.717, 1.569], [0.344, 2.516, 0.517], [-0.899, 2.814, 0.173], [-1.695, 2.173, 0.979], [-0.942, 1.534, 1.821], [-2.528, 1.795, -1.906], [-2.287, 1.722, -3.640], [-1.578, 3.049, -2.709], [-0.022, 1.005, -3.441], [0.142, 1.623, -1.814], [-1.701, -0.680, -2.565], [-1.243, -0.206, -0.939], [1.209, -0.762, -1.709], [0.474, -1.441, -3.129], [-0.977, -2.874, -1.624], [0.688, -3.344, -1.778], [0.809, -3.388, 0.504], [-0.828, -2.802, 0.609], [-0.117, -0.520, 0.655], [1.566, -0.959, 0.345], [1.763, -2.074, 2.472], [0.041, -1.980, 2.756], [0.197, 0.082, 3.737], [1.879, -0.244, 3.853], [2.200, 0.845, 1.544], [1.891, 1.881, 2.940], [1.240, 2.871, 0.036], [-1.304, 0.953, 2.568]],
  "charge": 1,
  "fmax_ev_per_a": 0.61,
  "smiles": "CCCCCCCCCCn1cnn[nH+]1",
  "relative_energy_ev": 0.000
}



Record 7
{
  "formula": "C7H11NO",
  "method": "ωB97M-V/def2-TZVPD",
  "elements": ["C", "C", "C", "C", "C", "C", "C", "N", "O", "H", "H", "H", "H", "H", "H", "H", "H", "H", "H", "H"],
  "coordinates": [[-0.769, -1.502, 0.350], [0.477, 1.087, -0.339], [1.931, 0.804, -0.015], [-0.317, -0.297, -1.055], [-0.540, -0.685, 1.422], [-1.634, 0.346, -1.435], [-0.382, -0.090, 2.557], [0.450, -0.805, -1.975], [-2.571, 0.515, -0.708], [0.204, -1.760, -2.223], [-1.666, 0.645, -2.499], [-1.802, -1.812, 0.203], [-0.040, -2.289, 0.179], [-0.098, 1.561, 0.457], [0.423, 1.758, -1.200], [-0.496, -0.633, 3.491], [-0.099, 0.956, 2.632], [2.407, 0.306, -0.862], [2.471, 1.736, 0.169], [2.052, 0.159, 0.852]],
  "fmax_ev_per_a": 3.77,
  "relative_energy_ev": 6.050
}



Record 8
{
  "formula": "C3H4LiO3Rb",
  "method": "ωB97M-V/def2-TZVPD",
  "elements": ["H", "O", "O", "C", "C", "H", "Rb", "Li", "O", "C", "H", "H"],
  "coordinates": [[3.598, -1.631, -0.917], [3.015, 0.170, -0.215], [-1.490, 2.166, -0.236], [2.827, -1.018, -0.417], [-2.158, 1.115, -0.334], [2.113, -1.589, 0.207], [1.333, 2.954, 0.680], [-3.738, -0.438, -0.518], [-2.289, -1.293, 0.150], [-1.493, -0.185, 0.317], [-1.255, 0.151, 1.364], [-0.463, -0.401, -0.081]],
  "fmax_ev_per_a": 2.51,
  "relative_energy_ev": 1.891
}



- Number 1 is which compound?
  C32H33BeClIN2O5Si